1.
The following is a DFT calculation (ωB97M-V/def2-TZVPD) of a cluster of 2 separate species, C22H36N2O6S2 in total in a non-equilibrium geometry.

Atoms and positions in Å:
1 C 4.23855 2.21091 0.15688
2 C 3.49800 1.67509 1.21998
3 H 4.08575 1.78403 2.12330
4 H 2.48589 2.23490 1.32589
5 O 2.92394 0.16587 0.82935
6 C 3.68897 -0.72900 1.30840
7 O 4.77803 -0.61244 1.82885
8 C 3.13663 -2.00605 0.86976
9 C 1.57773 -2.06798 1.07511
10 C 0.97641 -2.63483 -0.10501
11 N 1.29006 -1.60267 -1.22153
12 C 0.31883 -1.01915 -2.03396
13 O -0.74085 -1.30353 -1.74547
14 C 0.91724 -0.21019 -3.07843
15 H 1.63488 -0.82606 -3.84343
16 H -0.03552 -0.06955 -3.60602
17 S 1.71447 1.08932 -2.49706
18 C 0.27598 1.90807 -1.47799
19 C 0.01246 3.42125 -2.16752
20 H 0.64739 4.11307 -1.80643
21 H -0.33757 3.25105 -3.26509
22 S -1.77298 4.00502 -1.22846
23 C -1.13696 4.49298 0.35695
24 C -0.84168 3.24786 1.35938
25 O 0.36922 3.24355 1.34370
26 N -1.66426 2.34977 1.49862
27 C -3.11949 2.17018 1.08399
28 H -3.72102 2.48524 1.95368
29 C -3.51691 1.10895 0.31617
30 H -2.81232 1.16090 -0.63888
31 H -4.47767 1.26246 -0.13131
32 C -3.13152 -0.17779 0.81244
33 C -3.34480 -1.30239 0.04967
34 O -4.15252 -1.44060 -0.92678
35 O -2.74700 -2.49850 0.42945
36 C -2.84560 -3.40333 -0.33421
37 C -4.17171 -4.30679 -0.23460
38 H -4.25970 -4.53135 1.26325
39 H -5.05409 -3.63072 -0.31470
40 H -4.37488 -5.10499 -0.54194
41 H -2.76657 -3.39243 -1.26555
42 H -2.17190 -4.16853 0.11173
43 C -1.74865 -0.15745 1.45371
44 H -1.04272 -0.24659 0.58091
45 C -1.51694 1.19827 2.19399
46 H -1.87851 1.04396 3.15526
47 H -0.28142 1.10474 2.60353
48 H -1.29489 -1.14828 2.05476
49 H -3.73819 -0.17077 1.70183
50 H -3.48176 3.33617 0.59109
51 H -1.92644 5.01037 0.66684
52 H -0.22315 5.05559 0.16267
53 H 0.86001 2.09563 -0.63355
54 H -0.44887 1.17419 -1.51410
55 C 2.89312 -1.78388 -1.37706
56 H 3.11984 -0.56704 -1.29373
57 C 3.54511 -2.52145 -0.49340
58 H 3.33823 -3.52976 -0.47229
59 H 4.65979 -2.16282 -0.55006
60 H 3.15647 -2.15887 -2.18398
61 H -0.08056 -2.55464 -0.08786
62 H 1.21978 -3.65136 -0.18869
63 H 1.42142 -2.75054 1.93062
64 H 1.10051 -1.13011 1.51103
65 H 3.68366 -2.80361 1.73668
66 H 3.67350 2.08464 -0.82726
67 H 5.10623 1.52465 0.03340
68 H 4.51150 3.36736 0.39349

Output
Relative energy (zero: lowest compared OMol25 entry of this formula, charge and spin) (eV): 21.099
Frontier orbital gap (eV): 8.6100
Energy (eV): -60315.46084
HOMO level (eV): -8.2835
Lowest unoccupied orbital energy (Eh): 0.01200

Charges obtained by Mulliken population analysis, quoted in units of e: -0.7700, -0.1127, 0.5007, -0.0122, -0.1638, -0.2261, -0.6672, 0.6517, -0.3039, 0.2964, 0.4711, 0.2375, -0.5137, -0.4399, 0.2697, 0.3980, -0.3507, 0.9949, -0.8312, 0.5354, 0.3069, -0.0919, -1.2426, 0.8685, -0.6207, 0.4295, -1.2731, 0.3627, -0.2064, -0.1868, 0.5361, 1.2438, 0.0125, -0.6905, -0.0528, -0.5565, -1.5053, 0.1164, 0.2990, 0.6838, 0.6541, 0.3435, 0.6250, -0.8517, -1.3492, 0.3004, 0.1862, 0.3719, 0.0319, 0.3829, 0.6072, 0.4208, -0.4903, -0.1490, -0.7258, 0.2101, -1.3973, 0.4841, 0.4238, 0.7157, -0.7244, 0.2592, 0.2742, -0.0556, 0.4003, 0.0427, 0.2933, 0.3192

2.
The following is a DFT calculation (ωB97M-V/def2-TZVPD) of a structure of composition C22H36N3O6RhS2 in a non-equilibrium geometry.

Atoms and positions in Å:
1 Rh 0.78618 -1.04283 0.52862
2 C -1.76437 0.25669 4.05526
3 C -0.89962 0.29055 2.84452
4 N -0.23712 -0.72034 2.40744
5 O -0.37643 -1.89177 3.12348
6 C -0.73128 1.56492 2.05855
7 C -1.27868 2.86164 2.53169
8 N -0.07699 1.35111 0.99422
9 O 0.24305 2.45796 0.18285
10 H -1.29604 -0.32805 4.84851
11 H -2.75474 -0.15863 3.82072
12 H -1.96435 1.25910 4.42257
13 H -1.27663 -1.89050 3.48623
14 H -2.37660 2.80274 2.52348
15 H -0.95720 3.66813 1.87907
16 H -0.94766 3.06523 3.55080
17 C 2.94087 5.33929 -1.63023
18 C 1.89275 4.36156 -1.10801
19 C 2.33921 2.93037 -1.37219
20 S 1.14498 1.62970 -0.98328
21 O 2.40217 0.21421 -2.09669
22 C -0.08174 1.87559 -2.31521
23 C 0.07178 1.04616 -3.58163
24 C -0.42741 -0.38635 -3.44567
25 H 2.64849 6.36657 -1.41638
26 H 3.06847 5.24315 -2.70980
27 H 3.91025 5.16272 -1.16082
28 H 0.93201 4.56178 -1.58545
29 H 1.74313 4.50457 -0.03854
30 H 3.22590 2.67194 -0.79218
31 H 2.58117 2.76006 -2.42272
32 H -0.04170 2.94281 -2.53183
33 H -1.02787 1.67542 -1.80935
34 H 1.10937 1.06527 -3.91670
35 H -0.51699 1.56324 -4.34413
36 H 0.09822 -0.92659 -2.65905
37 H -0.28259 -0.92876 -4.37995
38 H -1.49523 -0.40156 -3.21740
39 N -0.76749 -2.53506 0.23428
40 C -2.03609 -1.86962 0.42259
41 C -2.24963 -0.65843 -0.22007
42 C -3.26722 0.17170 0.21195
43 C -4.07426 -0.20940 1.27402
44 C -3.95460 -1.48152 1.80465
45 C -2.93484 -2.32049 1.37697
46 S -5.11955 1.01678 2.08637
47 O -4.35134 2.24345 1.88955
48 O -5.13516 0.55077 3.46729
49 O -6.39071 0.97820 1.40300
50 H -0.60664 -3.16134 1.01607
51 H -0.73135 -3.08864 -0.61495
52 H -1.53539 -0.33331 -0.96529
53 H -3.39468 1.16293 -0.20822
54 H -4.61576 -1.77991 2.60922
55 H -2.79642 -3.29408 1.83733
56 C 3.85832 -3.44000 -1.81409
57 C 2.78121 -3.28516 -0.73464
58 C 3.41033 -3.48219 0.65056
59 C 1.69733 -4.35002 -0.94676
60 C 2.19919 -1.90752 -0.83698
61 C 2.30930 -0.83499 -1.42600
62 H 4.33831 -4.41839 -1.73500
63 H 4.62293 -2.66938 -1.70390
64 H 3.42218 -3.34826 -2.81037
65 H 3.80710 -4.49605 0.75148
66 H 2.66685 -3.32018 1.43441
67 H 4.22507 -2.77343 0.80618
68 H 2.15871 -5.32818 -1.09826
69 H 1.09332 -4.12428 -1.82808
70 H 1.04424 -4.43112 -0.07411

Output
Relative energy (zero: lowest compared OMol25 entry of this formula, charge and spin) (eV): 1.855
Frontier orbital gap (spin up / spin down) (eV): 7.3578 / 7.3337
Energy (eV): -64825.27243
HOMO level (spin up / spin down) (eV): -7.8606 / -8.0355
Lowest unoccupied orbital energy (spin up / spin down) (Eh): -0.01848 / -0.02579

Charges obtained by Mulliken population analysis, quoted in units of e: -0.3814, -2.0070, 1.3682, -0.0470, -0.5416, 0.2208, -1.4765, -0.0093, -0.3434, 0.5109, 0.4072, 0.3669, 0.3653, 0.2626, 0.2816, 0.4172, -1.4377, -0.0152, -1.0402, 0.8940, -0.7885, -0.6617, -0.5180, -0.8313, 0.3940, 0.3528, 0.3491, 0.3222, 0.2664, 0.5533, 0.3777, 0.5011, 0.2753, 0.2241, 0.5170, -0.0597, 0.4275, 0.3370, -0.1371, -0.1002, 0.4928, -0.7729, -0.0051, -0.6210, -0.9068, 1.3815, -0.7350, -0.6914, -0.6831, 0.4881, 0.2871, 0.0047, 0.4285, 0.4356, 0.4369, -1.8842, 2.1860, -1.5165, -1.5169, -1.3860, 1.6898, 0.4482, 0.3881, 0.3859, 0.4031, 0.2757, 0.3492, 0.4721, 0.3007, 0.2688

3.
The following is a DFT calculation (ωB97M-V/def2-TZVPD) of a cluster of 3 separate species, C22H36N4O2S in total in a non-equilibrium geometry.

Atoms and positions in Å:
1 C -3.70056 4.20455 -2.90357
2 C -2.33986 3.72675 -3.56367
3 N -1.14887 4.10162 -2.77371
4 C -0.93092 3.25016 -1.63457
5 C -1.63008 1.99807 -1.34554
6 C -1.26303 1.25477 -0.15166
7 C -0.23307 1.66422 0.78827
8 C 0.45915 2.93239 0.52713
9 C 0.09366 3.68797 -0.68280
10 S 1.01139 5.25874 -0.89713
11 C 1.03768 5.84720 0.83771
12 C 0.81410 7.24018 1.18583
13 C 0.81731 7.58810 2.60208
14 C 1.03632 6.55457 3.60880
15 C 1.28453 5.16627 3.25502
16 C 1.27390 4.78298 1.82950
17 N 1.49519 3.42444 1.41089
18 H -4.52926 4.14821 -3.66003
19 H -3.90939 3.55348 -2.01134
20 H -3.60444 5.28580 -2.59653
21 H -2.25968 4.28932 -4.54108
22 H -2.32370 2.64450 -3.83399
23 H -1.26154 5.05781 -2.41219
24 H -2.42797 1.62006 -2.03021
25 H -1.81405 0.30697 0.05007
26 H 0.02702 1.03421 1.67635
27 H 0.63265 7.95945 0.35473
28 H 0.63792 8.65755 2.86367
29 H 1.02643 6.84647 4.68181
30 H 1.48271 4.36290 4.00361
31 H 1.63226 2.79693 2.20446
32 C -3.37221 -4.93936 1.10691
33 C -3.63518 -3.63056 1.84598
34 C -3.16225 -2.38273 1.07777
35 O -1.75802 -2.16816 1.11182
36 C -1.02293 -2.93485 0.17084
37 N -3.02819 -3.70748 3.17968
38 H -2.32558 -5.24309 1.15493
39 H -3.95753 -5.74750 1.54990
40 H -3.65727 -4.86046 0.05476
41 H -4.71959 -3.54310 1.96964
42 H -3.60177 -1.50439 1.56098
43 H -3.52753 -2.38410 0.04326
44 H -1.57288 -3.08144 -0.76246
45 H -0.74423 -3.89740 0.60459
46 H -0.09981 -2.39766 -0.05370
47 H -3.28916 -2.87747 3.70715
48 H -2.02110 -3.60981 3.06010
49 C 3.41948 -2.66775 -1.27100
50 C 2.84256 -3.87494 -0.53708
51 C 3.91182 -4.87081 -0.05175
52 O 4.45186 -5.69733 -1.07286
53 C 5.47461 -5.09066 -1.84398
54 N 1.84892 -4.52531 -1.39956
55 H 3.73182 -2.90752 -2.28830
56 H 2.66948 -1.87776 -1.34763
57 H 4.28029 -2.25793 -0.73674
58 H 2.32649 -3.49495 0.35130
59 H 3.43556 -5.55707 0.65511
60 H 4.71354 -4.36387 0.49905
61 H 6.09263 -4.41319 -1.24804
62 H 5.04469 -4.56146 -2.69660
63 H 6.11252 -5.88396 -2.23771
64 H 1.39424 -5.26741 -0.87204
65 H 2.35891 -5.02513 -2.12626

Output
Relative energy (zero: lowest compared OMol25 entry of this formula, charge and spin) (eV): 5.522
Frontier orbital gap (eV): 8.3716
Energy (eV): -44285.97013
SMILES string: CCNc1cccc2c1Sc1ccccc1N2.COC[C@@H](C)N.COC[C@@H](C)N
HOMO level (eV): -7.6979
Lowest unoccupied orbital energy (Eh): 0.02476

Charges obtained by Mulliken population analysis, quoted in units of e: -0.9057, -0.6393, -0.3808, 0.6459, -0.6785, -0.5246, -1.1082, 0.3401, 0.6755, -0.2485, 0.6233, -0.5386, -0.4042, -0.5276, -0.6284, 0.3739, -0.2145, 0.3304, 0.2904, 0.2761, 0.3498, 0.3415, 0.2898, 0.2114, 0.2404, 0.2497, 0.3382, 0.3243, 0.3173, 0.2527, 0.3161, -1.4061, 0.2490, -0.7065, -0.3369, -0.4983, -0.7519, 0.2871, 0.3503, 0.3477, 0.4334, 0.3352, 0.4418, 0.3353, 0.1647, 0.1520, 0.2815, 0.3262, -1.4781, 0.5987, -0.8925, -0.3871, -0.6389, -0.6633, 0.2748, 0.3541, 0.3644, 0.3351, 0.3630, 0.4325, 0.2962, 0.2219, 0.2599, 0.2697, 0.2972